ORCA calculation (wB97M-V/def2-TZVPD) on a structure of composition C32H47FLiN8O10S in a non-equilibrium geometry.

Geometry (Å):
1 Li 0.169 1.243 -1.977
2 C -3.322 7.125 -2.257
3 N -3.869 5.983 -1.494
4 C -4.169 6.269 -0.056
5 C -4.239 4.695 -1.863
6 O -4.949 3.954 -1.201
7 C -3.714 4.189 -3.233
8 O -2.362 3.749 -3.218
9 C -1.290 4.370 -3.952
10 C -0.393 3.130 -4.214
11 O 0.103 2.511 -3.244
12 N -0.099 2.783 -5.497
13 C 0.403 1.412 -5.743
14 C -0.524 3.425 -6.805
15 H -2.644 7.657 -1.578
16 H -4.106 7.842 -2.700
17 H -2.781 6.850 -3.120
18 H -4.624 7.254 0.005
19 H -3.199 6.146 0.474
20 H -4.937 5.503 0.191
21 H -3.880 4.969 -4.052
22 H -4.226 3.279 -3.493
23 H -0.854 5.097 -3.272
24 H -1.608 4.860 -4.885
25 H 1.381 1.292 -5.267
26 H 0.479 1.255 -6.841
27 H -0.167 0.609 -5.275
28 H -0.951 4.415 -6.677
29 H -1.246 2.827 -7.395
30 H 0.365 3.453 -7.459
31 C 1.362 -6.264 -0.566
32 C 2.254 -5.305 -1.300
33 N 1.911 -3.888 -1.033
34 C 1.005 -3.226 -1.826
35 C 0.841 -1.856 -2.025
36 C -0.162 -1.302 -3.019
37 O -0.401 -1.910 -4.079
38 O -0.633 -0.176 -2.719
39 C 1.702 -1.014 -1.166
40 O 1.525 0.236 -1.007
41 C 2.737 -1.705 -0.423
42 C 3.584 -0.928 0.367
43 C 4.280 -1.441 1.382
44 F 4.894 -0.605 2.262
45 C 4.373 -2.879 1.584
46 C 3.470 -3.671 0.783
47 C 2.737 -3.055 -0.215
48 N 5.273 -3.465 2.479
49 C 5.964 -2.804 3.584
50 C 5.853 -3.528 4.921
51 N 6.136 -5.038 4.795
52 C 5.392 -5.638 3.646
53 C 5.633 -4.890 2.363
54 H 1.738 -7.331 -0.739
55 H 0.310 -6.280 -0.853
56 H 1.380 -6.077 0.530
57 H 2.130 -5.467 -2.343
58 H 3.320 -5.485 -1.122
59 H 0.301 -3.913 -2.292
60 H 3.459 0.139 0.223
61 H 3.202 -4.721 1.051
62 H 5.553 -1.800 3.712
63 H 7.045 -2.638 3.277
64 H 4.856 -3.381 5.374
65 H 6.645 -3.123 5.640
66 H 5.810 -5.487 5.699
67 H 7.148 -5.276 4.713
68 H 4.342 -5.682 3.943
69 H 5.716 -6.663 3.499
70 H 5.076 -5.429 1.560
71 H 6.698 -5.015 1.991
72 C -6.928 -0.483 3.773
73 C -5.440 -0.393 4.134
74 S -4.535 0.298 2.819
75 O -4.804 -0.524 1.636
76 O -4.793 1.714 2.680
77 C -2.765 0.153 3.218
78 C -1.669 -0.085 2.198
79 N -1.190 1.138 1.414
80 C -1.571 1.458 0.112
81 N -0.775 2.403 -0.383
82 C 0.186 2.711 0.551
83 C -0.124 1.934 1.644
84 N 0.689 1.899 2.806
85 O 0.605 0.873 3.547
86 O 1.453 2.871 2.974
87 C -2.847 1.079 -0.516
88 H -7.473 -1.179 4.393
89 H -6.976 -0.705 2.694
90 H -7.346 0.516 3.974
91 H -5.027 -1.458 4.296
92 H -5.354 0.208 5.100
93 H -2.790 -0.775 3.843
94 H -2.542 1.005 3.848
95 H -2.020 -0.825 1.482
96 H -0.726 -0.465 2.696
97 H 0.968 3.430 0.522
98 H -3.457 0.365 0.073
99 H -2.523 0.637 -1.504
100 H -3.428 2.034 -0.578

Values from the calculation:
* total charge: +1
* max |F|: 0.0717 Eh/bohr
* frontier orbital gap: 6.19 eV
* energy above the lowest of the compared OMol25 structures with the same formula, charge and spin: 16.1 kcal per mole


ORCA calculation (wB97M-V/def2-TZVPD) on the molecule C20H25ClN6O3 in a non-equilibrium geometry.

Geometry (Å):
1 C 1.546 3.170 -2.377
2 H 0.755 3.889 -2.578
3 H 1.418 2.333 -3.060
4 H 2.494 3.668 -2.575
5 C 1.458 2.701 -0.926
6 C 1.740 3.859 0.029
7 H 0.987 4.633 -0.094
8 H 1.720 3.520 1.061
9 H 2.713 4.303 -0.167
10 H 0.436 2.350 -0.748
11 C 2.360 1.481 -0.618
12 N 1.899 0.315 -1.330
13 C 0.902 -0.494 -0.926
14 N 0.731 -1.604 -1.648
15 C -0.275 -2.353 -1.211
16 N -0.729 -3.541 -1.698
17 C -1.777 -3.894 -0.890
18 N -2.028 -3.043 0.057
19 C -1.095 -2.049 -0.111
20 C -0.819 -0.850 0.564
21 N 0.182 -0.092 0.137
22 N -1.596 -0.515 1.635
23 C -1.573 0.595 2.449
24 C -2.501 0.682 3.482
25 C -2.541 1.775 4.346
26 C -1.628 2.816 4.154
27 C -0.703 2.735 3.121
28 C -0.663 1.643 2.280
29 H 0.056 1.575 1.483
30 H -0.008 3.548 2.983
31 Cl -1.609 4.232 5.134
32 C -3.582 1.716 5.401
33 O -4.470 0.898 5.409
34 O -3.461 2.628 6.370
35 H -4.174 2.515 7.018
36 H -3.222 -0.106 3.643
37 H -2.310 -1.205 1.833
38 H -2.336 -4.797 -1.036
39 C -0.183 -4.250 -2.833
40 C -1.238 -4.394 -3.929
41 H -0.795 -4.850 -4.811
42 H -1.633 -3.419 -4.203
43 H -2.061 -5.020 -3.591
44 C 0.366 -5.608 -2.399
45 H 0.847 -6.099 -3.241
46 H 1.098 -5.482 -1.605
47 H -0.435 -6.248 -2.035
48 H 0.638 -3.620 -3.194
49 H 2.489 -0.031 -2.073
50 H 2.272 1.286 0.459
51 C 3.855 1.667 -0.950
52 O 4.170 1.388 -2.291
53 H 3.702 2.012 -2.857
54 H 4.441 0.951 -0.370
55 H 4.176 2.678 -0.671

Values from the calculation:
* total charge: 0
* max |F|: 0.0238 Eh/bohr
* frontier orbital gap: 7.97 eV
* SMILES: CC(C)[C@H](CO)Nc1nc(Nc2ccc(Cl)c(C(=O)O)c2)c2ncn(C(C)C)c2n1
* energy above the lowest of the compared OMol25 structures with the same formula, charge and spin: 0.0 kcal per mole


ORCA calculation (wB97M-V/def2-TZVPD) on the ion C3H2IN2O4S with charge -1 in a non-equilibrium geometry.

Geometry (Å):
1 C -1.677 0.683 0.081
2 C -0.036 -0.610 -0.047
3 C -2.142 -0.764 0.064
4 N -0.359 0.719 0.044
5 N -0.965 -1.580 -0.102
6 O -2.464 1.626 0.153
7 O 1.341 -0.816 -0.048
8 O 2.518 1.571 1.002
9 O 2.614 1.334 -1.446
10 S 2.453 0.767 -0.161
11 I 4.178 -0.989 -0.032
12 H -2.436 -0.811 1.059
13 H -3.027 -1.131 -0.567

Values from the calculation:
* total charge: -1
* max |F|: 0.0709 Eh/bohr
* frontier orbital gap: 5.73 eV
* SMILES: O=S(=O)(I)OC1=NCC([O-])=N1


ORCA calculation (wB97M-V/def2-TZVPD) on a cluster of 2 separate species, C8H24N5O4S in total in a non-equilibrium geometry.

Geometry (Å):
1 O 3.382 -0.229 2.188
2 S 4.210 0.502 1.241
3 O 4.896 -0.856 0.294
4 O 3.486 1.303 0.252
5 O 5.445 1.164 1.702
6 H 4.504 -1.548 0.838
7 C 8.876 -0.261 -1.327
8 H 9.543 -0.586 -2.161
9 C 9.318 0.656 -0.275
10 N 8.186 1.519 0.073
11 N 7.777 -0.935 -1.095
12 C 7.265 -1.960 -2.056
13 C 6.538 -1.186 -3.124
14 N 5.293 -0.590 -2.558
15 H 4.537 -1.281 -2.673
16 H 5.296 -0.437 -1.512
17 C 4.917 0.659 -3.288
18 C 3.593 1.213 -2.786
19 N 3.036 2.099 -3.768
20 C 1.770 2.716 -3.429
21 C 1.180 3.417 -4.656
22 N 2.067 3.274 -5.806
23 H 9.705 0.080 0.583
24 H 10.137 1.205 -0.726
25 H 8.489 2.305 0.650
26 H 7.476 0.979 0.590
27 H 7.221 -0.823 -0.220
28 H 8.110 -2.516 -2.500
29 H 6.582 -2.661 -1.553
30 H 7.157 -0.359 -3.474
31 H 6.255 -1.799 -3.979
32 H 5.728 1.383 -3.126
33 H 4.872 0.397 -4.356
34 H 2.855 0.402 -2.620
35 H 3.748 1.694 -1.795
36 H 3.698 2.802 -4.098
37 H 1.087 1.913 -3.117
38 H 1.868 3.455 -2.612
39 H 0.180 2.997 -4.850
40 H 1.104 4.486 -4.429
41 H 2.353 2.297 -5.883
42 H 1.622 3.586 -6.661

Values from the calculation:
* total charge: 0
* max |F|: 0.1042 Eh/bohr
* frontier orbital gap (spin up / spin down): 5.87 / 8.84 eV
* spin multiplicity: 2
* energy above the lowest of the compared OMol25 structures with the same formula, charge and spin: 8.3 kcal per mole


ORCA calculation (wB97M-V/def2-TZVPD) on a cluster of 2 separate species, C20H18F2O3 in total in a non-equilibrium geometry.

Geometry (Å):
1 C -1.661 -1.547 -3.219
2 C -1.313 -0.137 -2.868
3 C -0.057 0.428 -3.223
4 C 0.180 1.844 -2.820
5 C 1.513 2.362 -3.360
6 C 2.563 1.275 -3.183
7 O 2.270 0.135 -3.981
8 C 0.957 -0.300 -3.967
9 O 0.634 -1.314 -4.581
10 O -2.133 0.530 -2.246
11 H -0.791 -2.108 -3.566
12 H -2.059 -2.053 -2.339
13 H -2.414 -1.565 -4.008
14 H -0.660 2.452 -3.176
15 H 0.144 1.912 -1.728
16 H 1.415 2.569 -4.431
17 H 1.818 3.307 -2.893
18 H 3.570 1.611 -3.463
19 H 2.621 0.943 -2.140
20 F -3.369 1.136 4.928
21 C -3.123 0.608 3.706
22 C -4.148 0.487 2.782
23 C -3.900 -0.039 1.532
24 C -2.636 -0.446 1.198
25 C -1.564 -0.347 2.109
26 C -0.298 -0.796 1.656
27 C 0.991 -0.840 2.242
28 C 2.038 -1.334 1.435
29 C 3.326 -1.402 1.896
30 C 3.623 -0.985 3.177
31 C 2.624 -0.502 4.006
32 F 2.922 -0.091 5.261
33 C 1.329 -0.435 3.548
34 C -1.853 0.196 3.376
35 H -5.132 0.818 3.058
36 H -4.698 -0.127 0.814
37 H -2.445 -0.839 0.214
38 H -0.319 -1.174 0.645
39 H 1.809 -1.664 0.437
40 H 4.105 -1.782 1.257
41 H 4.629 -1.026 3.552
42 H 0.596 -0.076 4.237
43 H -1.103 0.315 4.126

Values from the calculation:
* total charge: 0
* max |F|: 0.0383 Eh/bohr
* frontier orbital gap: 2.55 eV
* energy above the lowest of the compared OMol25 structures with the same formula, charge and spin: 19.5 kcal per mole


ORCA calculation (wB97M-V/def2-TZVPD) on the ion C17H22F3N6O2 with charge +1 in a non-equilibrium geometry.

Geometry (Å):
1 N -0.445 -5.193 -1.001
2 O -0.812 2.205 1.726
3 O -1.578 -2.881 1.484
4 F 7.052 1.405 -1.686
5 F 6.520 -0.216 -0.226
6 F 7.466 1.563 0.536
7 C -1.522 -4.848 -0.785
8 N 4.148 1.765 -0.988
9 C -0.318 2.172 0.605
10 C -2.100 -2.234 0.581
11 C 3.179 2.352 -0.323
12 C 4.888 2.332 1.067
13 C 5.237 1.760 -0.113
14 N 3.569 2.726 0.923
15 N 0.830 2.893 0.262
16 N -2.826 -2.858 -0.415
17 C 6.607 1.114 -0.419
18 C 1.764 2.557 -0.860
19 C -1.094 1.415 -0.481
20 C 2.670 3.439 1.877
21 C 1.358 3.905 1.182
22 C -3.666 -2.215 -1.427
23 C -4.617 -3.273 -1.897
24 C -3.863 -4.571 -1.690
25 C -1.005 -0.144 -0.305
26 C -2.905 -4.298 -0.523
27 C -2.065 -0.735 0.706
28 N -1.822 -0.334 2.143
29 H 5.539 2.480 1.919
30 H 1.756 3.367 -1.607
31 H 1.475 1.601 -1.308
32 H -2.133 1.762 -0.480
33 H -0.654 1.723 -1.453
34 H 2.397 2.760 2.716
35 H 3.200 4.324 2.296
36 H 0.629 4.209 1.924
37 H 1.588 4.820 0.630
38 H -4.236 -1.369 -1.021
39 H -3.012 -1.869 -2.236
40 H -4.973 -3.097 -2.925
41 H -5.492 -3.314 -1.267
42 H -4.570 -5.378 -1.491
43 H -3.324 -4.925 -2.600
44 H -1.170 -0.584 -1.298
45 H 0.016 -0.443 0.037
46 H -3.301 -4.778 0.389
47 H -3.077 -0.367 0.392
48 H -2.712 -0.237 2.628
49 H -1.328 0.583 2.199
50 H -1.265 -1.069 2.600

Values from the calculation:
* total charge: +1
* max |F|: 0.0476 Eh/bohr
* frontier orbital gap: 8.73 eV
* SMILES: N#C[C@@H]1CCCN1C(=O)[C@@H]([NH3+])CCC(=O)N1CCn2cc(C(F)(F)F)nc2C1


ORCA calculation (wB97M-V/def2-TZVPD) on a structure of composition C16H15AgN4O2 in a non-equilibrium geometry.

Geometry (Å):
1 Ag -0.070 -0.007 0.900
2 C -0.832 -1.468 5.146
3 C -0.554 -1.207 3.637
4 N -0.644 -0.051 3.106
5 O -0.995 0.923 4.130
6 C -0.093 -2.389 2.850
7 C -0.345 -3.792 3.248
8 N 0.392 -2.163 1.658
9 O 0.778 -3.117 0.883
10 H -1.293 -0.650 5.605
11 H 0.118 -1.632 5.761
12 H -1.375 -2.409 5.232
13 H -0.672 1.744 3.710
14 H -0.252 -4.521 2.431
15 H -1.344 -3.954 3.661
16 H 0.347 -4.111 4.067
17 C 0.706 -2.074 -3.230
18 C 0.585 -1.777 -1.845
19 N 0.259 -0.599 -1.423
20 C 0.301 0.425 -2.310
21 C 0.443 0.284 -3.703
22 C 0.614 -1.032 -4.145
23 C 0.428 1.388 -4.605
24 C 0.375 2.667 -4.130
25 C 0.204 2.814 -2.717
26 C 0.050 4.115 -2.210
27 C -0.207 4.318 -0.862
28 C -0.179 3.201 0.015
29 N 0.042 1.989 -0.480
30 C 0.181 1.750 -1.786
31 H 0.896 -3.115 -3.575
32 H 0.592 -2.551 -1.041
33 H 0.859 -1.221 -5.151
34 H 0.649 1.129 -5.651
35 H 0.520 3.529 -4.796
36 H 0.076 4.919 -2.900
37 H -0.284 5.354 -0.547
38 H -0.275 3.290 1.070

Values from the calculation:
* total charge: 0
* max |F|: 0.0492 Eh/bohr
* frontier orbital gap: 6.30 eV
* energy above the lowest of the compared OMol25 structures with the same formula, charge and spin: 0.0 kcal per mole


ORCA calculation (wB97M-V/def2-TZVPD) on a structure of composition C2H7Cl3Si2 in a non-equilibrium geometry.

Geometry (Å):
1 C -1.318 1.318 -1.718
2 C 1.118 -0.895 2.275
3 Si -1.025 -0.232 -0.793
4 Si 0.905 -0.561 0.406
5 Cl -2.702 -0.861 0.317
6 Cl 2.236 -1.454 -0.748
7 Cl 1.816 1.946 0.158
8 H -1.687 1.112 -2.756
9 H -2.072 2.050 -1.342
10 H -0.309 1.836 -1.839
11 H 2.177 -1.230 2.240
12 H 1.013 -0.028 2.904
13 H 0.574 -1.738 2.709
14 H -0.726 -1.264 -1.812

Values from the calculation:
* total charge: 0
* max |F|: 0.0761 Eh/bohr
* frontier orbital gap: 9.44 eV
* energy above the lowest of the compared OMol25 structures with the same formula, charge and spin: 27.1 kcal per mole


- What is the max |F| in the fifth record?
  0.0383 Eh/bohr